1.
{
  "formula": "CH2N4O",
  "method": "the ωB97M-V functional and the def2-TZVPD basis",
  "de_lowest_ev": 2.892,
  "smiles": "[H]/N=c1\\nn[nH]o1",
  "e_homo_ev": -10.02,
  "total_energy_ev": -9073.4065,
  "mol_weight_g_mol": 86.1,
  "symbols": ["C", "H", "H", "N", "N", "N", "N", "O"],
  "coordinates": [[-0.0631, -0.6749, -0.1585], [0.4766, -2.4097, 0.4203], [-0.9817, 1.9249, 0.4677], [-0.3729, -1.8390, 0.0658], [1.2632, 0.0423, 0.0418], [0.9831, 1.2271, -0.0413], [-0.3373, 1.4615, -0.2240], [-0.9679, 0.2678, -0.5717]],
  "mulliken_charge": [0.51, 0.29, 0.30, -0.54, -0.11, -0.20, 0.03, -0.27]
}

2.
{
  "formula": "CH2N4O2",
  "method": "the ωB97M-V functional and the def2-TZVPD basis",
  "de_lowest_ev": 4.421,
  "smiles": "[O-][n+]1ncnn1O",
  "e_homo_ev": -9.60,
  "total_energy_ev": -11119.2002,
  "mol_weight_g_mol": 102.1,
  "symbols": ["C", "N", "N", "N", "N", "O", "O", "H", "H"],
  "coordinates": [[-1.0203, -0.4788, -1.1505], [0.3210, -0.6039, -1.2180], [-1.4069, 0.0618, 0.0352], [0.7160, -0.0872, -0.0820], [-0.3384, 0.3146, 0.6580], [-0.1403, 0.8177, 1.7543], [1.8735, 0.2661, 0.4448], [-1.8040, -0.7587, -1.8605], [1.7992, 0.4685, 1.4187]],
  "mulliken_charge": [0.00, -0.64, -0.65, 0.68, 1.10, -0.84, -0.50, 0.42, 0.42]
}

3.
{
  "formula": "CH2N4O2",
  "method": "the ωB97M-V functional and the def2-TZVPD basis",
  "de_lowest_ev": 4.729,
  "smiles": "O=c1nn[nH]n1O",
  "e_homo_ev": -9.88,
  "total_energy_ev": -11118.8919,
  "mol_weight_g_mol": 102.1,
  "symbols": ["C", "H", "H", "N", "N", "N", "N", "O", "O"],
  "coordinates": [[-0.1211, 1.1076, 0.2315], [-2.2100, -0.7400, 0.3907], [1.4301, -1.8190, 0.0166], [-0.3482, -0.3055, 0.4006], [0.8331, -0.8928, -0.0736], [1.6834, 0.2161, -0.3292], [1.1730, 1.3471, -0.0161], [-1.4050, -0.7842, -0.3834], [-1.0353, 1.8706, -0.2372]],
  "mulliken_charge": [0.57, 0.41, 0.31, 0.17, -0.18, -0.12, -0.23, -0.41, -0.51]
}

Copy entry 2 word for word.
{
  "formula": "CH2N4O2",
  "method": "the ωB97M-V functional and the def2-TZVPD basis",
  "de_lowest_ev": 4.421,
  "smiles": "[O-][n+]1ncnn1O",
  "e_homo_ev": -9.60,
  "total_energy_ev": -11119.2002,
  "mol_weight_g_mol": 102.1,
  "symbols": ["C", "N", "N", "N", "N", "O", "O", "H", "H"],
  "coordinates": [[-1.0203, -0.4788, -1.1505], [0.3210, -0.6039, -1.2180], [-1.4069, 0.0618, 0.0352], [0.7160, -0.0872, -0.0820], [-0.3384, 0.3146, 0.6580], [-0.1403, 0.8177, 1.7543], [1.8735, 0.2661, 0.4448], [-1.8040, -0.7587, -1.8605], [1.7992, 0.4685, 1.4187]],
  "mulliken_charge": [0.00, -0.64, -0.65, 0.68, 1.10, -0.84, -0.50, 0.42, 0.42]
}

Question: What is the formula in the second record?
Answer: CH2N4O2

Question: What is the formula in the first record?
Answer: CH2N4O